{"formula": "C17H56O17", "method": "ωB97M-V with the def2-TZVPD basis set", "e_homo_ev": [-11.6, -11.6], "multiplicity": 2, "charge": 1, "largest_force_ev_per_a": 2.912, "symbols": ["C", "C", "O", "O", "H", "H", "H", "H", "H", "H", "C", "C", "O", "O", "H", "H", "H", "H", "H", "H", "C", "C", "O", "O", "H", "H", "H", "H", "H", "H", "C", "C", "O", "O", "H", "H", "H", "H", "H", "H", "C", "C", "O", "O", "H", "H", "H", "H", "H", "H", "C", "C", "O", "O", "H", "H", "H", "H", "H", "H", "C", "O", "H", "H", "H", "H", "C", "O", "H", "H", "H", "H", "C", "O", "H", "H", "H", "H", "C", "O", "H", "H", "H", "H", "C", "O", "H", "H", "H", "H"], "coordinates": [[-0.8117, -4.7729, -2.1067], [0.2958, -3.7612, -1.6456], [1.5400, -4.2899, -1.8651], [-0.6822, -5.8676, -1.2742], [-0.5765, -5.0782, -3.1263], [-1.8219, -4.3634, -2.1028], [0.1512, -3.5432, -0.5875], [0.3393, -2.8555, -2.2505], [2.1521, -3.5608, -1.7413], [-1.4462, -6.4415, -1.3669], [3.4842, -0.2544, -5.2528], [2.8329, -0.4162, -3.9011], [1.5842, -1.0013, -4.0788], [2.8986, 0.7479, -6.0819], [3.5374, -1.1979, -5.7959], [4.4840, 0.0476, -4.9409], [2.8564, 0.4728, -3.2709], [3.4343, -1.1673, -3.3888], [1.8008, -1.7881, -4.5844], [2.1286, 0.4226, -6.5541], [-4.0669, 2.8418, -1.8356], [-3.7255, 1.5806, -0.9921], [-2.4032, 1.1744, -1.0260], [-4.1223, 2.6072, -3.2136], [-3.3541, 3.5863, -1.4808], [-5.0857, 3.1783, -1.6431], [-4.3406, 0.7491, -1.3362], [-4.0189, 1.7054, 0.0503], [-2.2063, 1.0828, -1.9612], [-4.7289, 1.8768, -3.3560], [1.3915, 3.3940, 4.3232], [0.5515, 2.8358, 3.1867], [1.4101, 2.0948, 2.3177], [1.3782, 2.4539, 5.4067], [0.8809, 4.3031, 4.6409], [2.4263, 3.6320, 4.0769], [0.2110, 3.6809, 2.5883], [-0.3334, 2.2612, 3.4606], [0.9928, 1.8160, 1.4993], [1.8665, 1.6910, 5.0885], [-0.6117, -2.5332, 3.6186], [0.3518, -1.3646, 3.8955], [1.3143, -1.7034, 4.8688], [-1.7218, -2.5195, 4.5164], [-0.0612, -3.4710, 3.6945], [-0.7869, -2.5142, 2.5430], [-0.0984, -0.4577, 4.2994], [0.6906, -1.0338, 2.9137], [0.8157, -1.9417, 5.6538], [-1.9135, -3.4207, 4.7860], [-3.4366, -0.7083, 1.9270], [-3.3054, 0.3283, 3.0476], [-3.8184, 1.5675, 2.7023], [-4.7812, -0.8218, 1.4403], [-3.2309, -1.7052, 2.3167], [-2.6891, -0.5057, 1.1600], [-2.2681, 0.5000, 3.3351], [-3.9051, -0.0354, 3.8819], [-4.6880, 1.5025, 2.3009], [-4.8786, -1.6829, 1.0273], [4.9299, 0.7718, -1.2556], [4.2451, 0.2767, -0.0978], [5.3385, -0.0373, -1.8610], [4.3044, 1.4001, -1.8898], [5.8339, 1.2298, -0.8544], [4.4665, 0.7786, 0.6900], [3.2854, -2.9195, 0.5552], [3.2387, -2.3366, -0.7261], [2.9399, -3.9533, 0.5582], [4.2453, -2.7263, 1.0342], [2.6217, -2.4810, 1.3004], [3.3325, -1.3921, -0.5817], [-2.1227, 4.0141, 1.2024], [-2.4942, 3.9499, 2.5462], [-1.6723, 3.0369, 1.0283], [-3.0138, 4.2040, 0.6041], [-1.4315, 4.8463, 1.0683], [-3.0383, 3.1610, 2.6024], [0.2172, 2.1718, -3.8283], [-0.1289, 0.8827, -3.5166], [1.0358, 2.5173, -3.1970], [0.4830, 2.1344, -4.8848], [-0.7357, 2.6885, -3.7140], [0.5777, 0.2464, -3.6492], [0.6122, -0.1292, -0.2573], [-0.3539, 0.4611, 0.5938], [1.4283, -0.4993, 0.3633], [0.1187, -1.0191, -0.6479], [0.9205, 0.5679, -1.0365], [-1.0651, 0.7983, 0.0442]], "lowdin_spin": [0.000, 0.000, 0.000, 0.000, 0.000, 0.000, 0.000, 0.000, 0.000, 0.000, 0.000, 0.000, 0.000, 0.000, 0.000, 0.000, 0.000, 0.000, 0.000, 0.000, 0.000, 0.000, 0.000, 0.000, 0.000, 0.000, 0.000, 0.000, 0.000, 0.000, 0.007, 0.111, 0.385, 0.138, 0.001, 0.004, 0.058, 0.029, 0.005, 0.002, 0.000, 0.000, 0.000, 0.000, 0.000, 0.000, 0.000, 0.000, 0.000, 0.000, 0.000, 0.000, -0.001, 0.000, 0.000, 0.000, 0.000, 0.000, 0.000, 0.000, 0.000, 0.000, 0.000, 0.000, 0.000, 0.000, 0.000, 0.000, 0.000, 0.000, 0.000, 0.000, 0.044, 0.177, 0.017, 0.018, 0.000, 0.001, 0.000, 0.000, 0.000, 0.000, 0.000, 0.000, 0.000, 0.002, 0.000, 0.000, 0.000, 0.000]}

=====

{"formula": "C17H57N4O10", "method": "ωB97M-V with the def2-TZVPD basis set", "e_homo_ev": -2.1, "charge": -1, "largest_force_ev_per_a": 3.473, "symbols": ["C", "O", "H", "H", "H", "O", "H", "H", "O", "H", "H", "O", "H", "H", "O", "H", "H", "O", "H", "H", "C", "C", "C", "O", "C", "N", "H", "H", "H", "H", "H", "H", "H", "H", "H", "H", "H", "C", "C", "C", "O", "C", "N", "H", "H", "H", "H", "H", "H", "H", "H", "H", "H", "H", "C", "C", "C", "O", "C", "N", "H", "H", "H", "H", "H", "H", "H", "H", "H", "H", "H", "C", "C", "C", "O", "C", "N", "H", "H", "H", "H", "H", "H", "H", "H", "H", "H", "H"], "coordinates": [[0.3838, 0.0600, 0.3761], [1.5262, 0.7086, 0.7836], [0.5537, -0.8583, -0.1860], [-0.3073, -0.1687, 1.1874], [-0.1660, 0.6888, -0.3243], [6.8746, 2.1763, 0.9401], [7.4684, 1.4260, 0.9644], [6.0086, 1.7927, 0.8017], [-1.0406, 4.7197, 3.7350], [-0.5081, 4.2863, 3.0681], [-0.4104, 5.2057, 4.2668], [5.7946, -1.6692, -2.5857], [6.4963, -1.1206, -2.9362], [5.1888, -1.0514, -2.1763], [3.4619, -0.5638, 5.5230], [3.1623, -0.1634, 4.7067], [2.7655, -0.3757, 6.1522], [3.6548, 5.5577, 1.0898], [2.9375, 6.1588, 0.8889], [3.2389, 4.6973, 1.1438], [7.1670, 8.1266, -8.6901], [6.6884, 7.3621, -7.4414], [5.6261, 6.2412, -7.6783], [5.1949, 5.5362, -6.5254], [3.7919, 5.1862, -6.6007], [7.9049, 6.8541, -6.7661], [7.4774, 7.4233, -9.4627], [8.1041, 8.6622, -8.5378], [6.3922, 8.7486, -9.1383], [6.2106, 8.1495, -6.8584], [5.9727, 5.6862, -8.5501], [4.8476, 6.8090, -8.1880], [3.1690, 6.0256, -6.9096], [3.4721, 5.0132, -5.5731], [3.4501, 4.2578, -7.0581], [8.1816, 6.0973, -7.3749], [8.6028, 7.5830, -6.8089], [-0.4589, -0.3575, 10.1863], [-1.4295, 0.2532, 9.0491], [-2.5832, 0.9470, 9.7893], [-3.6741, 1.5033, 8.9904], [-3.6106, 2.7734, 8.5236], [-0.7070, 1.2088, 8.2403], [-0.0594, 0.4635, 10.7817], [0.4266, -0.8084, 9.7383], [-0.9719, -1.0048, 10.8975], [-1.7854, -0.5161, 8.3638], [-2.2316, 1.7618, 10.4222], [-3.0799, 0.1895, 10.3956], [-2.5958, 3.0673, 8.2556], [-3.8687, 3.4301, 9.3544], [-4.2573, 2.9492, 7.6640], [-0.6261, 2.0091, 8.8510], [-1.4735, 1.3165, 7.5914], [-3.7306, -5.8982, 3.3877], [-3.2305, -7.2847, 3.8123], [-3.7449, -8.3717, 2.8326], [-2.8397, -8.5445, 1.7594], [-3.4095, -9.4092, 0.7746], [-1.8327, -7.3065, 4.0962], [-4.6776, -5.6513, 3.8676], [-3.8423, -5.7666, 2.3114], [-3.0920, -5.0825, 3.7267], [-3.7218, -7.4957, 4.7621], [-4.7530, -8.1471, 2.4842], [-3.7994, -9.3611, 3.2866], [-2.9981, -8.9266, -0.1120], [-4.4937, -9.2981, 0.7567], [-3.3101, -10.4946, 0.7672], [-1.4477, -8.1987, 4.3719], [-1.3385, -7.0399, 3.2567], [-3.6226, -3.1023, -4.9229], [-3.4128, -2.1079, -6.0690], [-4.2132, -0.8506, -5.7859], [-5.6369, -1.0013, -5.8821], [-6.1285, -1.3720, -7.2084], [-1.9787, -1.8251, -6.0723], [-4.5998, -3.5608, -5.0746], [-3.7205, -2.7272, -3.9042], [-2.8733, -3.8938, -4.9100], [-3.8029, -2.4949, -7.0104], [-3.8559, -0.0557, -6.4404], [-3.9367, -0.3619, -4.8516], [-6.0417, -0.5506, -7.9196], [-7.2123, -1.4663, -7.1399], [-5.7640, -2.3253, -7.5912], [-1.5527, -2.5624, -6.6155], [-1.7359, -1.9194, -5.0965]], "lowdin_charge": [-0.513, -0.507, 0.013, 0.015, 0.011, -0.057, 0.022, 0.034, -0.059, 0.034, 0.022, -0.059, 0.022, 0.035, -0.063, 0.035, 0.020, -0.059, 0.021, 0.033, -0.086, -0.417, -0.220, -0.145, -0.095, 0.034, 0.069, 0.069, 0.072, 0.127, 0.117, 0.109, 0.081, 0.085, 0.083, 0.066, 0.054, -0.048, -0.418, -0.171, -0.191, -0.166, 0.038, 0.062, 0.067, 0.063, 0.139, 0.123, 0.120, 0.072, 0.084, 0.096, 0.065, 0.066, -0.060, -0.440, -0.219, -0.187, -0.109, 0.039, 0.070, 0.077, 0.076, 0.125, 0.112, 0.117, 0.092, 0.073, 0.081, 0.075, 0.077, -0.074, -0.441, -0.219, -0.182, -0.088, 0.036, 0.069, 0.087, 0.075, 0.120, 0.113, 0.129, 0.083, 0.079, 0.073, 0.069, 0.072]}